Below is a structure of composition C51H63N5O4STm in a non-equilibrium geometry, with properties calculated with ωB97M-V with the def2-TZVPD basis set.

CARTESIAN COORDINATES (ANGSTROEM)
1 Tm 0.28465 0.43818 0.02349
2 C 4.03339 -0.51564 5.21784
3 C 2.56295 -1.03564 5.13932
4 C 2.09896 -1.26787 3.72223
5 C 1.90073 -2.43246 3.03505
6 C 1.69849 -3.80135 3.56449
7 C 2.47461 -4.88126 2.72979
8 C 1.63346 -2.06639 1.66321
9 N 1.71524 -0.69058 1.52113
10 C 2.01439 -0.16802 2.75950
11 C 2.19735 1.19690 2.99412
12 C 2.10682 2.22048 2.04726
13 C 2.45350 3.59893 2.33145
14 C 2.75305 4.15563 3.73402
15 C 1.67110 5.20384 4.11800
16 C 2.06857 4.29869 1.20581
17 C 1.61531 3.38861 0.23792
18 C 1.22799 3.80026 -1.10603
19 C 1.05176 2.89332 -2.20031
20 N 0.87751 1.51101 -1.96974
21 C 1.13414 0.93182 -3.23704
22 C 1.18056 -0.40676 -3.61082
23 C 1.19505 -1.41287 -2.63980
24 N 1.13070 -1.30173 -1.29240
25 C 1.20839 -2.60518 -0.80040
26 C 1.25171 -2.91678 0.60437
27 C 1.19073 -3.55635 -1.89334
28 C 1.10408 -2.78937 -3.03707
29 C 1.13438 -3.25721 -4.46791
30 C 0.12351 -2.56317 -5.43575
31 C 1.16998 -5.05894 -1.81752
32 C 2.10533 -5.67348 -2.87759
33 C 1.34502 1.97336 -4.19206
34 C 1.27284 3.22676 -3.57865
35 C 1.32882 4.55362 -4.28342
36 C -0.08163 4.83283 -4.77411
37 C 1.60358 1.74085 -5.61623
38 C 3.07540 1.27628 -5.83075
39 N 1.56982 2.11961 0.76449
40 C 2.03723 5.75029 1.02566
41 C 0.64901 6.40700 0.81247
42 H 4.80741 -1.12023 4.67818
43 H 4.37927 -0.45239 6.24010
44 H 4.15304 0.50538 4.85243
45 H 1.81251 -0.31628 5.67045
46 H 2.57370 -1.98347 5.66346
47 H 0.63845 -4.15740 3.51491
48 H 2.04432 -3.80883 4.60642
49 H 2.27528 -5.87815 3.06306
50 H 3.54912 -4.71280 2.81622
51 H 2.38226 -4.77069 1.65136
52 H 2.31505 1.47857 4.07104
53 H 3.75723 4.73616 3.75483
54 H 2.88378 3.40813 4.56289
55 H 1.87181 6.20961 3.70780
56 H 1.73709 5.43963 5.14926
57 H 0.66419 4.91085 3.84098
58 H 0.93010 4.85482 -1.26886
59 H 1.55190 -0.72874 -4.59986
60 H 0.84943 -3.89430 0.86490
61 H 0.80142 -4.31308 -4.46067
62 H 2.14767 -3.26153 -4.95503
63 H -0.85803 -2.42793 -4.87074
64 H -0.03400 -3.23215 -6.33252
65 H 0.44355 -1.59422 -5.73049
66 H 0.11527 -5.42828 -1.92119
67 H 1.39084 -5.44296 -0.79284
68 H 1.53029 -5.80327 -3.86872
69 H 2.53753 -6.67468 -2.65645
70 H 2.91116 -4.97944 -3.16731
71 H 2.07746 4.51779 -5.13259
72 H 1.75612 5.32998 -3.61402
73 H -0.56829 3.97933 -5.29308
74 H -0.09403 5.71178 -5.44410
75 H -0.68992 5.01517 -3.89860
76 H 1.42599 2.67861 -6.18626
77 H 0.89113 1.01673 -5.97081
78 H 3.77636 2.02467 -5.41138
79 H 3.38408 1.12888 -6.90207
80 H 3.39344 0.38645 -5.24056
81 H 2.65962 5.99940 0.14218
82 H 2.52633 6.14865 1.90978
83 H 0.18543 5.94630 -0.07290
84 H 0.87197 7.46649 0.51715
85 H -0.04958 6.32417 1.66454
86 S -2.73147 0.75314 -4.09961
87 C -3.57770 -0.69752 -3.66820
88 C -5.01270 -0.76225 -3.70887
89 C -5.61316 -1.99058 -3.84766
90 C -4.88832 -3.17128 -3.83474
91 C -3.47570 -3.06453 -3.63417
92 N -2.91735 -1.87898 -3.54022
93 H -5.59988 0.15338 -3.62541
94 H -6.71087 -1.99138 -3.95059
95 H -5.39863 -4.13934 -3.87915
96 H -2.84535 -3.93621 -3.65848
97 O -1.82800 -4.05184 -0.02614
98 H -2.72649 -3.77772 0.20600
99 H -1.41978 -3.27950 -0.45734
100 O -1.74662 0.91477 -1.07318
101 H -1.95811 0.54459 -2.00917
102 H -2.27754 1.71864 -1.04508
103 C -5.84118 -1.00588 5.98511
104 C -4.77996 -0.74332 4.98796
105 C -4.94334 -1.12375 3.64082
106 C -4.01406 -0.83761 2.60170
107 C -4.39809 -1.01113 1.11651
108 C -2.84485 -0.08173 2.93872
109 C -2.57431 0.18237 4.34065
110 C -1.15268 0.67582 4.81822
111 C -3.52798 -0.08093 5.30017
112 C -1.75640 0.21968 1.92984
113 O -1.02102 1.28440 2.00234
114 O -1.49813 -0.66924 1.02932
115 H -6.66689 -0.26844 5.99869
116 H -5.45511 -0.97877 6.99432
117 H -6.31576 -2.03314 5.88748
118 H -5.83151 -1.58841 3.34464
119 H -4.02715 -1.92423 0.69451
120 H -4.04288 -0.21764 0.42678
121 H -5.53430 -1.06893 1.03494
122 H -0.88801 1.51626 4.19186
123 H -0.45240 -0.17950 4.65747
124 H -1.20426 1.06145 5.83744
125 H -3.37823 0.17529 6.35102

The calculation puts the HOMO energy (alpha / beta) at -4.15 / -4.15 eV. The calculation puts the frontier orbital gap (alpha / beta) at 0.19697 / 0.19674 Eh. As for the total charge: -1. As for the multiplicity: 3. The expectation value of S² is 2.01. As for the largest force on an atom: 0.059 Eh/bohr.

Below is the molecule C6H9FO in a non-equilibrium geometry, with properties calculated with ωB97M-V with the def2-TZVPD basis set.

CARTESIAN COORDINATES (ANGSTROEM)
1 C -2.02943 0.81685 0.05965
2 C -0.91484 0.09997 -0.03676
3 C -0.98671 -1.42273 -0.10360
4 C 0.40570 0.67657 -0.09109
5 F 0.35904 2.12327 -0.08971
6 C 1.54693 0.16553 -1.00187
7 O 2.06831 -0.55417 0.12645
8 C 1.28229 0.17528 1.08644
9 H -1.99974 1.90871 0.25459
10 H -2.98032 0.40035 -0.17657
11 H -0.14778 -1.78589 -0.63597
12 H -1.89168 -1.76576 -0.56390
13 H -0.90041 -1.89575 0.90758
14 H 2.29172 0.95299 -1.34036
15 H 1.31096 -0.48877 -1.81552
16 H 0.78899 -0.43904 1.83042
17 H 1.79696 1.03258 1.59022

The calculation puts the HOMO energy at -9.48 eV. The calculation puts the frontier orbital gap at 0.38316 Eh. As for the total charge: 0. Its SMILES is C=C(C)C1(F)COC1. As for the largest force on an atom: 0.070 Eh/bohr.

Below is a structure of composition C48H47AuO2Sb3, with properties calculated with ωB97M-V with the def2-TZVPD basis set.

CARTESIAN COORDINATES (ANGSTROEM)
1 Au -0.42272 -0.19396 1.29171
2 C -2.72090 -3.37448 1.57446
3 C -2.49262 -3.38660 3.08700
4 C -1.02866 -3.29522 3.52423
5 Sb -0.24414 -1.32375 3.61105
6 C -1.47864 -0.24559 4.90807
7 C -2.47389 0.58807 4.40300
8 C -3.31528 1.25782 5.27887
9 C -3.15749 1.09865 6.64954
10 C -2.16184 0.27041 7.15054
11 C -1.31634 -0.40634 6.28276
12 C 1.65768 -1.43885 4.45473
13 C 2.14253 -0.34252 5.16535
14 C 3.38866 -0.42843 5.76687
15 C 4.13924 -1.59143 5.64879
16 C 3.65319 -2.67662 4.93120
17 C 2.40800 -2.60544 4.32520
18 Sb -2.66894 -1.47646 0.60686
19 C -4.30595 -0.39042 1.32291
20 C -4.41106 0.96845 1.02802
21 C -5.49394 1.68932 1.50771
22 C -6.46160 1.05979 2.28216
23 C -6.35379 -0.29225 2.57609
24 C -5.27373 -1.02328 2.09828
25 C -2.97862 -1.82343 -1.43405
26 C -2.01771 -2.50175 -2.18158
27 C -2.30474 -2.85605 -3.49116
28 C -3.53815 -2.53187 -4.04413
29 C -4.48611 -1.84355 -3.29863
30 C -4.21109 -1.48160 -1.98642
31 H -3.71234 -3.75950 1.32476
32 H -2.00244 -4.01093 1.05480
33 H -2.87626 -4.34219 3.45275
34 H -3.09535 -2.62090 3.58555
35 H -0.37725 -3.90040 2.89207
36 H -0.91596 -3.65971 4.54709
37 H -2.60604 0.71599 3.33377
38 H -4.09348 1.90328 4.89220
39 H -3.81132 1.62421 7.33264
40 H -2.04244 0.14940 8.21878
41 H -0.53995 -1.04731 6.68487
42 H 1.55529 0.56278 5.27032
43 H 3.77201 0.41034 6.33198
44 H 5.10975 -1.65370 6.12232
45 H 4.24093 -3.58058 4.84740
46 H 2.03545 -3.45962 3.77245
47 H -3.66295 1.46898 0.41970
48 H -5.58699 2.74114 1.27005
49 H -7.30642 1.62445 2.65362
50 H -7.11097 -0.78112 3.17415
51 H -5.20566 -2.07807 2.33606
52 H -1.05831 -2.77104 -1.75362
53 H -1.57302 -3.39860 -4.07502
54 H -3.76477 -2.82631 -5.06034
55 H -5.44735 -1.60057 -3.73177
56 H -4.96045 -0.95961 -1.40269
57 O -0.92189 1.54130 -1.15467
58 O 0.04133 1.34770 -0.29913
59 C -1.69830 0.75947 -4.22062
60 C -1.39806 2.08124 -4.86775
61 C -1.51867 2.21697 -6.24983
62 C -1.26834 3.41994 -6.89067
63 C -0.87785 4.54023 -6.16883
64 C -0.74158 4.44332 -4.79582
65 C -1.00955 3.22174 -4.16796
66 Sb -0.78251 3.42181 -2.11047
67 C -2.48229 4.24793 -1.26314
68 C -3.48676 4.59550 -2.17294
69 C -4.65529 5.17275 -1.71131
70 C -4.81026 5.39430 -0.34896
71 C -3.81422 5.03143 0.54547
72 C -2.62465 4.44738 0.11645
73 C -1.59007 4.07041 1.14375
74 C 1.03138 4.20172 -1.52101
75 C 0.98936 5.42180 -0.84307
76 C 2.17854 6.06508 -0.54723
77 C 3.37883 5.48128 -0.92911
78 C 3.40172 4.26817 -1.60744
79 C 2.22830 3.60009 -1.93053
80 C 2.25448 2.28972 -2.66864
81 H -1.41814 -0.05919 -4.88142
82 H -2.76624 0.65931 -4.01173
83 H -1.15977 0.61652 -3.28324
84 H -1.80986 1.35236 -6.83340
85 H -1.36989 3.48277 -7.96586
86 H -0.67192 5.47634 -6.66887
87 H -0.42144 5.31689 -4.23377
88 H -3.35674 4.42484 -3.23553
89 H -5.43403 5.45331 -2.40695
90 H -5.71564 5.85903 0.01930
91 H -3.95160 5.21702 1.60476
92 H -2.01312 3.37871 1.87580
93 H -1.25651 4.95103 1.69502
94 H -0.70001 3.60676 0.71813
95 H 0.04588 5.87640 -0.56370
96 H 2.16847 7.01632 -0.03351
97 H 4.31221 5.98038 -0.70449
98 H 4.35034 3.83669 -1.90035
99 H 3.26815 2.02705 -2.96252
100 H 1.65863 2.33272 -3.58510
101 H 1.87623 1.47624 -2.04414

The calculation puts the HOMO energy (alpha / beta) at -15.18 / -15.88 eV. The calculation puts the frontier orbital gap (alpha / beta) at 0.26893 / 0.21313 Eh. As for the total charge: +3. As for the multiplicity: 3. The expectation value of S² is 2.01. As for the largest force on an atom: 0.003 Eh/bohr.

Below is the molecule C8H15N2O3P in a non-equilibrium geometry, with properties calculated with ωB97M-V with the def2-TZVPD basis set.

CARTESIAN COORDINATES (ANGSTROEM)
1 C 3.61387 -1.91417 0.01852
2 C 2.22402 -2.08273 -0.37030
3 C 3.78722 -0.57441 0.08493
4 C 1.72148 -0.81662 -0.47391
5 C -0.68896 1.31255 2.38943
6 C -0.79826 -1.03161 1.71110
7 C -2.54906 -0.13468 -1.28336
8 C -1.42408 1.70135 -2.38027
9 N -0.78608 0.37163 1.30390
10 N -1.59764 0.90980 -1.17320
11 O 0.37540 2.17237 -0.32542
12 O 2.64599 0.13287 -0.20226
13 O 0.46416 -0.46777 -0.93205
14 P -0.28816 0.89880 -0.19971
15 H 4.39697 -2.57101 0.35912
16 H 1.55753 -2.93093 -0.32806
17 H 4.65453 -0.09966 0.32735
18 H -0.61917 2.30722 1.95794
19 H -1.60652 1.25276 2.94453
20 H 0.16280 1.13173 3.08767
21 H -0.84739 -1.51458 0.73656
22 H -0.13129 -1.27668 2.48151
23 H -1.80240 -1.21924 2.19288
24 H -3.42241 0.21863 -1.56782
25 H -2.33932 -0.94757 -2.08228
26 H -2.80310 -0.60444 -0.38755
27 H -0.74771 2.62182 -2.12731
28 H -0.78083 1.23691 -3.14181
29 H -2.37163 1.91766 -2.62012

The calculation puts the HOMO energy (alpha / beta) at -4.22 / -9.08 eV. The calculation puts the frontier orbital gap (alpha / beta) at 0.18427 / 0.27143 Eh. As for the total charge: 0. As for the multiplicity: 3. The expectation value of S² is 2.01. As for the largest force on an atom: 0.118 Eh/bohr.